(1)
ORCA calculation (ωB97M-V with the def2-TZVPD basis set) on a structure of composition CH3IN4 at a distorted geometry.

Values from the calculation:
E_LUMO	-0.690	eV
DFT total energy	-556.444259	hartree
ΔE to the lowest compared entry with this formula, charge and spin	352.0	kJ/mol

Positions of all 9 atoms, in Å:
1 C -0.05554 -0.36900 0.09529
2 N 0.92278 -1.36123 0.80155
3 N 1.34086 -0.88501 1.82654
4 N 0.02376 0.86325 0.66996
5 N 1.05782 0.34730 2.13296
6 I 1.21785 1.44858 3.74359
7 H 0.16864 -0.42604 -0.95999
8 H -1.07160 -0.95709 0.37666
9 H 0.76629 1.39390 0.40048

Formally, the Mulliken partial charges of the atoms, in units of the elementary charge, are as follows: -0.194 -0.329 0.077 -0.404 -0.182 0.229 0.269 0.211 0.323

(2)
ORCA calculation (ωB97M-V with the def2-TZVPD basis set) on a structure of composition C6H12KN3P at a distorted geometry.

Values from the calculation:
E_LUMO	-3.822	eV
total charge	+1
DFT total energy	-1341.069333	hartree

Positions of all 23 atoms, in Å:
1 N -1.87129 -1.91497 -1.15917
2 C -1.21183 -0.75466 -1.78804
3 P 0.58473 -0.56220 -1.26756
4 N 2.32375 -0.31782 -0.80525
5 C 0.11805 0.17677 0.36975
6 C 0.31847 1.51531 0.50033
7 C -0.08219 2.05018 1.82273
8 C -0.58945 1.14912 2.71736
9 N -0.75985 -0.16627 2.54201
10 C -0.41007 -0.63876 1.37605
11 H -2.46902 -2.35465 -1.84348
12 H -1.18320 -2.62338 -0.92513
13 H -1.20437 -0.86971 -2.87321
14 H -1.77613 0.15242 -1.57548
15 H 0.77602 -1.95325 -1.48718
16 H 0.78361 0.35623 -2.32535
17 H 2.92737 -0.98247 -1.28203
18 H 2.45355 -0.52145 0.18105
19 H 0.75007 2.09298 -0.31680
20 H -0.00438 3.09829 2.09902
21 H -0.88430 1.53362 3.68165
22 H -0.55627 -1.69093 1.21069
23 K 1.96674 3.22560 1.14803

Formally, the Mulliken partial charges of the atoms, in units of the elementary charge, are as follows: -0.530 -0.774 0.290 -0.792 0.199 -0.605 -0.621 -0.427 -0.555 0.120 0.264 0.197 0.453 0.322 0.089 0.037 0.284 0.249 0.476 0.610 0.379 0.335 0.999